(1)
ORCA calculation (ωB97M-V/def2-TZVPD) on a molecular structure, C27H36ClN3O6SSi2Zr.

Its net charge is 0. As for the HOMO energy: -7.891 eV. For the total energy, the calculation gives -3150.795591 a.u.

Last column: Löwdin charge in e.
Geometry (Å):
Zr  -0.1079  0.2503  0.4545  1.788
C  -2.7855  3.3111  -0.2601  -0.152
Si  -1.2226  3.2072  0.7471  0.410
C  0.2729  3.1451  -0.4078  -0.163
C  -1.0270  4.6801  1.8670  -0.169
N  -1.1341  1.6316  1.5217  -0.237
C  -1.3386  1.1988  2.8641  -0.282
C  -1.7358  2.0217  3.9049  -0.032
C  -1.8793  1.5152  5.1944  -0.090
C  -1.6140  0.1836  5.4506  -0.091
C  -1.2002  -0.6520  4.4178  -0.035
C  -1.0571  -0.1617  3.1301  -0.294
N  -0.6247  -0.9349  2.0322  -0.248
Si  -0.0862  -2.5770  1.9026  0.385
C  -1.4463  -3.8332  2.1193  -0.159
C  0.4594  -2.6136  0.0831  -0.169
C  1.3706  -2.9547  2.9989  -0.153
H  -2.9497  4.3220  -0.6395  0.043
H  -3.6575  3.0428  0.3421  0.039
H  -2.7538  2.6460  -1.1278  0.025
H  0.3218  4.0924  -0.9510  0.060
H  0.2501  2.3975  -1.2125  0.019
H  1.2016  3.0457  0.1596  0.035
H  -0.8356  5.5529  1.2372  0.041
H  -0.1909  4.5713  2.5594  0.044
H  -1.9286  4.8878  2.4442  0.032
H  -1.9448  3.0645  3.7129  0.086
H  -2.1992  2.1723  5.9919  0.103
H  -1.7236  -0.2133  6.4509  0.103
H  -0.9833  -1.6952  4.6176  0.098
H  -2.2598  -3.6800  1.4065  0.027
H  -1.8759  -3.8046  3.1221  0.033
H  -1.0515  -4.8392  1.9570  0.039
H  -0.3604  -2.4558  -0.6279  0.032
H  0.8542  -3.6051  -0.1488  0.058
H  1.2846  -1.9370  -0.1716  0.019
H  1.0695  -3.1002  4.0377  0.032
H  2.0927  -2.1354  2.9755  0.034
H  1.8723  -3.8682  2.6710  0.038
N  -2.2655  -0.5307  -0.2494  -0.005
C  -2.3673  -0.2026  -1.6574  -0.330
C  -1.1757  0.1175  -2.2880  -0.094
C  -1.1458  0.5456  -3.6068  -0.024
C  -2.3403  0.6543  -4.2976  -0.228
C  -3.5370  0.3025  -3.6796  -0.020
C  -3.5592  -0.1236  -2.3596  -0.017
S  -2.3367  1.3293  -5.9717  0.396
O  -1.0516  0.9062  -6.4938  -0.352
O  -2.4511  2.7524  -5.7067  -0.344
O  -3.4992  0.7201  -6.5848  -0.348
H  -2.5211  -1.4904  -0.0380  0.102
H  -2.8783  0.0622  0.3056  0.104
H  -0.2023  0.0159  -1.7953  0.052
H  -0.2201  0.7900  -4.1113  0.126
H  -4.4484  0.3727  -4.2593  0.122
H  -4.4938  -0.3771  -1.8727  0.118
C  5.8252  3.2944  1.5556  -0.025
C  6.5327  1.9786  1.7216  -0.190
C  7.9194  1.9163  1.8058  -0.059
C  8.5619  0.7008  1.9673  -0.662
Cl  10.2951  0.6634  2.0694  0.670
C  7.8489  -0.4823  2.0592  -0.097
C  6.4670  -0.4323  1.9781  0.006
C  5.8255  0.7825  1.8053  -0.243
O  4.4380  0.7939  1.7637  -0.044
C  3.9222  0.8103  0.4593  -0.085
C  2.4415  0.5769  0.4939  -0.585
O  1.7618  0.6466  1.5513  -0.056
O  1.8372  0.3257  -0.6039  -0.147
H  6.4163  4.1035  1.9815  0.084
H  4.8539  3.2787  2.0486  0.087
H  5.6668  3.5288  0.5001  0.087
H  8.5046  2.8251  1.7533  0.116
H  8.3664  -1.4208  2.1970  0.108
H  5.8730  -1.3334  2.0594  0.125
H  4.3777  0.0470  -0.1797  0.157
H  4.0721  1.7801  -0.0356  0.147

---

(2)
ORCA calculation (ωB97M-V/def2-TZVPD) on a molecular structure, C27H36CrFN2O6P.

Its net charge is 0. Its multiplicity is 5. As for the HOMO energy (spin up / spin down): -5.121 / -7.524 eV. For the total energy, the calculation gives -3097.284919 a.u.

Last column: Löwdin charge in e.
Geometry (Å):
Cr  0.4387  -0.2362  -0.0976  0.841
O  -0.8092  -5.8564  -3.8580  -0.057
C  -1.5826  -5.5685  -2.7064  -0.216
C  -1.0676  -4.3268  -2.0375  -0.191
C  -1.8739  -3.6981  -1.0526  -0.026
C  -1.4136  -2.5754  -0.4370  -0.116
N  -0.1962  -2.0466  -0.7034  -0.020
C  0.5905  -2.6302  -1.6617  -0.195
C  0.1485  -3.7868  -2.3399  0.048
C  1.8375  -1.9690  -1.8996  -0.193
C  2.8392  -2.4216  -2.7875  0.048
C  4.0088  -1.7293  -2.9003  -0.194
C  5.0976  -2.1531  -3.8453  -0.218
O  4.8342  -3.4526  -4.3431  -0.058
C  4.1933  -0.5606  -2.1145  -0.030
C  3.1938  -0.1489  -1.2865  -0.107
N  2.0248  -0.8230  -1.1764  -0.029
H  -1.1141  -6.6897  -4.2271  0.089
H  -1.5324  -6.4012  -1.9914  0.131
H  -2.6385  -5.4197  -2.9654  0.125
H  -2.8556  -4.0769  -0.8038  0.114
H  -2.0080  -2.0351  0.2897  0.123
H  0.7598  -4.2355  -3.1071  0.113
H  2.6911  -3.3204  -3.3651  0.113
H  6.0622  -2.1195  -3.3230  0.126
H  5.1447  -1.4279  -4.6693  0.130
H  5.5326  -3.6901  -4.9589  0.089
H  5.1169  0.0018  -2.1560  0.110
H  3.2765  0.7308  -0.6637  0.107
F  -5.8456  -1.0156  -2.0212  0.035
C  -4.5766  -0.5489  -1.9007  -0.291
C  -4.2752  0.3011  -0.8565  -0.009
C  -2.9776  0.7774  -0.7376  -0.042
C  -1.9856  0.4125  -1.6508  -0.309
C  -0.5912  0.8840  -1.4903  -0.145
C  -2.3373  -0.4539  -2.6871  -0.052
C  -3.6290  -0.9401  -2.8241  -0.015
H  -5.0472  0.5812  -0.1524  0.115
H  -2.7171  1.4262  0.0896  0.107
H  -0.5312  1.9000  -1.1022  0.047
H  -0.0153  0.7979  -2.4144  0.069
H  -1.5783  -0.7651  -3.3952  0.118
H  -3.9018  -1.6141  -3.6240  0.116
C  0.3243  1.7916  5.7440  -0.023
C  -0.3633  1.1997  4.5293  -0.599
C  -1.6799  1.8979  4.2439  -0.025
C  -0.5385  -0.3016  4.6659  -0.022
O  0.5873  1.4336  3.4292  -0.145
P  0.2695  1.3870  1.8991  0.273
O  1.5326  1.0937  1.0915  -0.306
O  -0.7456  0.3187  1.5088  -0.312
O  -0.3626  2.7844  1.5290  -0.154
C  0.3104  4.0893  1.4537  -0.600
C  1.2040  4.1314  0.2261  -0.023
C  1.1076  4.3403  2.7203  -0.026
C  -0.8377  5.0741  1.3277  -0.022
H  -0.2911  1.6251  6.6289  0.093
H  0.4746  2.8638  5.6238  0.080
H  1.2929  1.3199  5.9015  0.092
H  -2.3466  1.7376  5.0930  0.097
H  -2.1662  1.5029  3.3535  0.084
H  -1.5351  2.9699  4.1169  0.080
H  -1.1998  -0.5165  5.5072  0.093
H  0.4243  -0.7757  4.8537  0.094
H  -0.9729  -0.7280  3.7638  0.078
H  2.0630  3.4731  0.3253  0.079
H  1.5588  5.1547  0.0831  0.094
H  0.6450  3.8448  -0.6619  0.084
H  1.9112  3.6172  2.8509  0.090
H  0.4642  4.3050  3.5990  0.076
H  1.5549  5.3337  2.6610  0.096
H  -1.4152  4.8654  0.4280  0.092
H  -0.4602  6.0952  1.2696  0.092
H  -1.5000  4.9960  2.1893  0.086

---

(3)
ORCA calculation (ωB97M-V/def2-TZVPD) on a molecular structure, C27H36F3GeO2PdSb.

Its net charge is 0. As for the HOMO energy: -7.883 eV. For the total energy, the calculation gives -3945.480249 a.u.

Last column: Löwdin charge in e.
Geometry (Å):
Pd  1.0346  1.0518  0.1496  0.864
C  3.7796  -1.3620  -1.5910  -0.069
C  3.5074  0.1240  -1.6370  -0.252
O  3.0787  0.6258  -0.3522  -0.177
H  4.0234  -1.7208  -2.5922  0.086
H  2.8974  -1.8983  -1.2374  0.063
H  4.6231  -1.6016  -0.9404  0.071
H  2.6835  0.3643  -2.3059  0.088
H  4.3918  0.6868  -1.9446  0.121
H  3.6686  0.3215  0.3479  0.066
F  -7.6495  -0.5663  0.2346  0.050
C  -6.3858  -0.2575  -0.1297  -0.290
C  -5.5740  0.4005  0.7686  -0.010
C  -4.2714  0.7059  0.3866  -0.108
C  -3.7784  0.3645  -0.8712  -0.399
C  -4.6516  -0.2801  -1.7507  -0.152
C  -5.9520  -0.6061  -1.3932  -0.016
Sb  -1.7962  0.8629  -1.6697  1.572
C  -1.1546  -1.1958  -1.6305  -0.357
C  0.0232  -1.5593  -2.2829  -0.124
C  0.4578  -2.8782  -2.2964  -0.023
C  -0.2985  -3.8299  -1.6408  -0.288
F  0.1244  -5.1115  -1.6446  0.056
C  -1.4714  -3.5158  -0.9870  -0.008
C  -1.8943  -2.1922  -0.9944  -0.123
C  -1.1221  1.3553  0.3589  -0.487
C  -1.1400  0.3314  1.3292  -0.165
C  -1.3290  0.5963  2.6845  -0.030
C  -1.4345  1.9094  3.0724  -0.288
F  -1.6298  2.1945  4.3686  0.079
C  -1.3292  2.9727  2.1779  -0.001
C  -1.1775  2.6907  0.8364  -0.099
H  -5.9588  0.6654  1.7448  0.117
H  -3.6456  1.2277  1.1017  0.083
H  -4.3148  -0.5505  -2.7480  0.096
H  -6.6241  -1.1143  -2.0717  0.117
H  0.6141  -0.7929  -2.7702  0.084
H  1.3641  -3.1755  -2.8078  0.115
H  -2.0365  -4.2914  -0.4877  0.120
H  -2.8209  -1.9426  -0.4920  0.094
H  -1.1131  -0.6978  0.9970  0.076
H  -1.3817  -0.1962  3.4193  0.126
H  -1.3877  3.9865  2.5492  0.124
H  -1.1520  3.5087  0.1262  0.106
C  1.8161  -0.9945  4.6200  -0.218
Ge  2.0651  -0.9175  2.6782  0.757
C  0.9741  -2.3017  1.8183  -0.213
C  3.9432  -1.3624  2.2815  -0.218
C  1.6826  0.8991  2.0472  -0.360
H  2.0295  -1.9931  5.0030  0.019
H  0.7898  -0.7370  4.8853  0.007
H  2.4784  -0.2848  5.1172  0.020
H  1.3949  -3.2882  2.0204  0.026
H  0.9498  -2.1587  0.7347  0.002
H  -0.0523  -2.2986  2.1876  0.015
H  4.2567  -2.2298  2.8645  0.024
H  4.6154  -0.5379  2.5288  0.025
H  4.0710  -1.6268  1.2302  -0.011
H  2.6182  1.4760  2.0214  0.008
H  1.0181  1.4021  2.7464  -0.012
C  1.9598  3.3828  -1.8258  -0.067
C  0.7708  2.6213  -2.4067  -0.623
C  0.8594  2.5431  -3.9244  -0.066
O  0.6573  1.3130  -1.8985  -0.537
H  2.0044  4.3969  -2.2290  0.081
H  2.8963  2.8773  -2.0697  0.068
H  1.8874  3.4556  -0.7375  0.060
H  -0.1343  3.2105  -2.1631  0.089
H  1.7572  1.9902  -4.2133  0.078
H  0.9024  3.5368  -4.3759  0.078
H  -0.0081  2.0164  -4.3245  0.063

---

Q: Number 3 is which compound?
A: C27H36F3GeO2PdSb